Record 1
Computed, not measured: a 2-piece molecular cluster, C4H10O2 overall at a distorted geometry, with wB97M-V/def2-TZVPD.

Computed properties:
multiplicity	2
charge	+1
<S²>	0.75
gap between HOMO and LUMO (alpha / beta)	0.38102 / 0.08861	Eh
HOMO (alpha / beta)	-13.669 / -13.578	eV
energy above the lowest of the compared OMol25 structures with the same formula, charge and spin	3.519	eV

Last column: natural (NBO) charge in e.
Atoms and positions in Å:
C -1.34746 1.19618 0.66851  -0.56
C -1.36284 -0.33329 0.67611  -0.28
C -2.38178 -0.75579 -0.46100  -0.46
H -0.55059 1.50617 1.39056  0.36
H -1.08106 1.48379 -0.34644  0.25
H -2.26537 1.72366 0.93645  0.29
H -0.44083 -0.57154 0.13110  0.30
H -1.50085 -0.81316 1.63488  0.27
H -2.90941 -1.65353 -0.08737  0.33
H -1.85044 -0.99172 -1.37318  0.25
H -3.14235 -0.02008 -0.71864  0.25
O 5.00338 -0.71341 -0.69714  -0.51
C 3.85143 -0.60280 -0.43991  0.64
O 3.11906 0.48873 -0.77450  -0.74
H 3.20304 -1.24956 0.17427  0.11
H 3.65606 1.30636 -0.71370  0.51


Record 2
Computed, not measured: C4H10O2Tm as an isolated structure at a distorted geometry, with wB97M-V/def2-TZVPD.

Computed properties:
multiplicity	3
charge	+1
<S²>	2.00
gap between HOMO and LUMO (alpha / beta)	0.24887 / 0.27399	Eh
HOMO (alpha / beta)	-10.080 / -12.042	eV
energy above the lowest of the compared OMol25 structures with the same formula, charge and spin	0.596	eV

Last column: natural (NBO) charge in e.
Atoms and positions in Å:
O -0.35624 -1.30800 -1.75556  -0.67
C 0.57823 -0.28584 -1.51936  -0.16
C -0.63531 -0.21595 -0.71042  0.35
O -0.68529 -0.78064 0.52239  -0.51
C -1.98257 -0.96123 1.06872  -0.26
Tm 0.13819 -3.81654 -1.38309  0.99
H 0.70967 0.39903 -2.36206  0.22
H 1.52391 -0.18081 -0.77177  0.24
H -1.47905 0.40496 -1.03225  0.20
H 0.79380 1.44144 0.45647  0.19
H -1.85982 -1.13793 2.14306  0.22
H -2.61092 -0.07121 0.91798  0.20
H -2.46475 -1.83163 0.59810  0.17
C 1.85037 1.90930 0.82907  -0.87
H 2.08524 2.79403 0.22327  0.23
H 1.60931 2.29343 1.82871  0.23
H 2.78524 1.34760 0.94674  0.23


Record 3
Computed, not measured: a 3-piece molecular cluster, C4H10O3 overall at a distorted geometry, with wB97M-V/def2-TZVPD.

Computed properties:
multiplicity	2
charge	-1
<S²>	0.78
gap between HOMO and LUMO (alpha / beta)	0.12289 / 0.19794	Eh
HOMO (alpha / beta)	-0.281 / -2.336	eV
energy above the lowest of the compared OMol25 structures with the same formula, charge and spin	1.647	eV

Last column: natural (NBO) charge in e.
Atoms and positions in Å:
C -0.16641 -3.29083 -0.09835  -0.69
C 0.58743 -2.25251 0.41533  -0.28
C 0.10545 -0.92169 0.60279  -0.42
C -1.03877 -0.34844 0.07959  -0.07
O -0.96860 0.91064 -0.52505  -0.81
H 0.55979 -4.08976 -0.37966  0.14
H -0.97560 -3.33413 -0.83191  0.17
H 1.67146 -2.26029 0.36694  0.18
H 0.79732 -0.10985 0.86775  0.15
H -2.01834 -0.80102 -0.07181  0.14
H -0.27183 1.07905 -1.17630  0.48
H 1.63521 2.77626 -1.14537  0.47
H 0.19319 3.12628 -1.50338  0.48
O 0.92428 2.58020 -1.77743  -0.94
H 0.32050 2.67744 1.70918  0.45
H -0.77655 1.75362 1.45183  0.50
O -0.57854 2.50504 2.01584  -0.96


Record 4
Computed, not measured: a 2-piece molecular cluster, C4H10O3 overall, with wB97M-V/def2-TZVPD.

Computed properties:
multiplicity	1
charge	-2
gap between HOMO and LUMO	0.24700	Eh
HOMO	0.297	eV
energy above the lowest of the compared OMol25 structures with the same formula, charge and spin	0.168	eV

Last column: natural (NBO) charge in e.
Atoms and positions in Å:
C -0.43389 0.39329 -0.74634  -0.41
C -1.67419 -0.42864 -0.38282  -0.42
C -2.27468 -0.17695 1.01253  -0.01
O -3.46437 -0.78316 1.24352  -0.99
C 0.86380 -0.00412 -0.06525  -0.05
O 1.94277 0.59691 -0.73347  -0.82
H -0.23396 0.28383 -1.81955  0.18
H -0.64467 1.46119 -0.64868  0.17
H -1.38395 -1.47634 -0.47725  0.16
H -2.46953 -0.29756 -1.12746  0.17
H -2.32427 0.95833 1.07174  0.04
H -1.47286 -0.43942 1.74461  0.07
H 0.92921 -1.09559 -0.11640  0.13
H 0.89660 0.27133 1.00408  0.14
H 2.82277 0.35107 -0.23744  0.52
H 4.75298 0.30034 -0.23412  0.39
O 4.16823 0.08549 0.51228  -1.29


Record 5
Computed, not measured: a 2-piece molecular cluster, C4H10O3 overall at a distorted geometry, with wB97M-V/def2-TZVPD.

Computed properties:
structure (SMILES)	C=C(O)O.CCO
multiplicity	1
charge	0
gap between HOMO and LUMO	0.34132	Eh
HOMO	-8.762	eV
energy above the lowest of the compared OMol25 structures with the same formula, charge and spin	2.303	eV

Last column: natural (NBO) charge in e.
Atoms and positions in Å:
C -1.68062 -1.34393 -0.13042  -0.05
C -1.22746 -0.17915 -1.16873  -0.66
O -1.19887 -1.17658 1.16141  -0.74
H -0.23412 -1.33920 1.11541  0.49
H -2.76830 -1.32007 -0.04209  0.19
H -1.36688 -2.29730 -0.56714  0.15
H -1.54619 0.75385 -0.70813  0.22
H -0.24476 0.03704 -1.59801  0.19
H -1.87287 -0.28937 -2.03789  0.21
C 1.45959 0.82950 0.77091  0.61
C 2.27101 1.62813 0.08201  -0.62
O 0.68407 1.24737 1.78986  -0.68
O 1.16063 -0.44065 0.37817  -0.74
H 1.27234 -0.56651 -0.65137  0.52
H -0.01783 0.58785 1.94572  0.51
H 2.57096 2.57512 0.48669  0.22
H 2.73929 1.29389 -0.82639  0.20


Record 6
Computed, not measured: a 2-piece molecular cluster, C4H10O3 overall at a distorted geometry, with wB97M-V/def2-TZVPD.

Computed properties:
structure (SMILES)	O=CCCCO.O
multiplicity	1
charge	0
gap between HOMO and LUMO	0.38115	Eh
HOMO	-9.865	eV
energy above the lowest of the compared OMol25 structures with the same formula, charge and spin	1.553	eV

Last column: natural (NBO) charge in e.
Atoms and positions in Å:
C -0.94793 1.24628 -0.51660  -0.05
O -1.14894 2.59942 -0.93821  -0.73
C 0.41183 1.16881 0.13764  -0.40
C 0.74015 -0.26786 0.59145  -0.52
C 2.19214 -0.58865 0.42698  0.44
O 3.01776 -0.28480 1.24652  -0.51
H -0.99851 0.58193 -1.36738  0.16
H -1.69975 0.99698 0.23764  0.17
H -1.69301 2.64318 -1.73832  0.47
H 0.39768 1.86701 0.96955  0.22
H 1.14354 1.54686 -0.58445  0.21
H 0.42977 -0.40037 1.63516  0.24
H 0.06420 -0.95219 0.07882  0.20
H 2.51756 -1.08785 -0.50262  0.10
H -2.10575 -3.51629 0.19887  0.48
H -0.86769 -2.70084 -0.30948  0.47
O -1.45306 -2.85163 0.43442  -0.94


| no. | energy (eV) |
| --- | --- |
| 1 | -8393.3925 |
| 2 | -37923.4127 |
| 3 | -10449.5689 |
| 4 | -10449.8661 |
| 5 | -10450.9411 |
| 6 | -10451.6904 |